Density functional theory data (ωB97M-V/def2-TZVPD) for a 13-piece molecular cluster, C64H152Cl2N9O8 overall.

Output
Highest occupied orbital energy in eV: -14.498
Calculated total energy in eV: -123624.2077
Total charge: +5
LUMO in Ha: -0.257
Orbital gap in eV: 7.50

Last column: Mulliken charge in e.
Element x y z (Å)
C: 1.688 -0.280 -0.718  -0.50
N: 0.324 -0.627 -0.163  0.47
C: -0.754 -0.488 -1.281  -0.28
C: 0.318 -2.061 0.262  -0.71
C: -0.089 0.263 1.017  -0.55
C: -0.099 1.729 0.764  -0.54
O: -1.098 2.162 -0.135  -0.42
H: 2.324 -0.347 0.152  0.45
H: 1.700 0.677 -1.165  0.20
H: 1.849 -1.082 -1.447  0.07
H: -0.670 0.531 -1.660  0.33
H: -1.746 -0.713 -0.829  0.12
H: -0.479 -1.230 -2.012  -0.03
H: -0.664 -2.495 0.449  0.17
H: 0.823 -2.090 1.241  0.26
H: 0.826 -2.520 -0.494  0.40
H: 0.423 -0.037 1.885  0.62
H: -1.130 -0.092 1.241  0.28
H: 0.840 2.027 0.338  0.09
H: -0.192 2.198 1.748  0.31
H: -1.940 1.722 0.271  0.21
C: -5.438 -1.350 7.038  -1.09
N: -5.472 0.109 7.506  -0.05
C: -6.859 0.605 7.696  -0.88
C: -4.778 0.390 8.842  -0.78
C: -4.728 0.963 6.495  -0.52
C: -5.087 0.612 5.055  -0.38
O: -4.084 -0.238 4.498  -0.30
H: -4.431 -1.697 6.997  0.45
H: -5.769 -1.442 6.045  0.50
H: -6.001 -2.023 7.721  0.36
H: -7.424 0.613 6.761  0.33
H: -6.759 1.606 8.025  0.45
H: -7.459 -0.057 8.353  0.37
H: -3.818 -0.153 8.909  0.34
H: -5.421 0.028 9.656  0.38
H: -4.606 1.502 8.852  0.37
H: -3.670 0.768 6.720  0.49
H: -4.997 2.020 6.778  0.39
H: -5.093 1.572 4.525  0.15
H: -6.067 0.165 4.860  0.34
H: -3.915 -0.026 3.574  0.00
C: 8.627 -0.632 1.141  -0.86
N: 7.722 0.410 0.627  0.03
C: 6.597 -0.176 -0.148  -0.78
C: 7.169 1.192 1.835  -0.82
C: 8.566 1.349 -0.222  -0.66
C: 7.902 2.520 -0.985  -0.41
O: 7.201 2.109 -2.114  -0.57
H: 9.141 -1.094 0.319  0.39
H: 8.027 -1.399 1.672  0.35
H: 9.380 -0.194 1.766  0.42
H: 6.927 -0.709 -0.995  0.37
H: 5.824 0.587 -0.483  0.14
H: 6.131 -0.875 0.546  0.49
H: 6.564 0.529 2.466  0.42
H: 6.501 1.989 1.544  0.25
H: 8.032 1.432 2.452  0.39
H: 9.061 0.728 -0.931  0.46
H: 9.341 1.714 0.471  0.42
H: 8.797 3.034 -1.332  0.40
H: 7.278 3.143 -0.315  0.21
H: 6.266 2.411 -2.071  0.40
C: 2.548 -0.038 -4.363  0.29
N: 1.798 1.012 -5.219  0.22
C: 0.954 0.384 -6.231  -0.86
C: 0.863 1.821 -4.305  -0.89
C: 2.828 1.831 -5.966  -0.35
C: 2.382 2.852 -6.980  -0.72
O: 1.810 3.975 -6.343  -0.46
H: 3.408 -0.450 -4.944  0.35
H: 1.788 -0.776 -4.251  -0.02
H: 2.846 0.486 -3.437  -0.13
H: 0.412 1.113 -6.831  0.36
H: 0.292 -0.372 -5.808  0.10
H: 1.717 -0.137 -6.811  0.45
H: 1.490 2.448 -3.676  0.29
H: 0.299 1.142 -3.687  0.10
H: 0.336 2.395 -5.038  0.54
H: 3.410 1.069 -6.505  0.47
H: 3.376 2.339 -5.142  0.31
H: 1.725 2.521 -7.784  0.38
H: 3.376 3.022 -7.447  0.41
H: 1.817 4.664 -6.977  0.31
C: 1.386 7.916 -1.035  -1.43
C: 2.186 8.773 -0.032  -0.21
C: 3.671 8.529 -0.152  -1.23
N: 4.515 9.333 0.858  0.31
C: 4.162 10.829 0.785  -1.04
C: 6.008 9.186 0.628  -0.64
C: 6.633 8.967 1.992  -0.53
C: 5.618 8.131 2.731  -0.67
C: 4.283 8.779 2.262  -0.39
H: 1.666 7.856 -2.104  0.36
H: 0.346 8.227 -0.980  0.39
H: 1.332 6.890 -0.730  0.33
H: 1.835 8.609 0.995  0.37
H: 1.985 9.830 -0.255  0.35
H: 4.036 8.846 -1.134  0.51
H: 3.918 7.482 0.009  0.67
H: 3.195 10.885 1.392  0.43
H: 4.088 11.223 -0.275  0.29
H: 4.936 11.371 1.253  0.42
H: 6.402 9.985 -0.003  0.38
H: 6.047 8.295 -0.031  0.35
H: 6.718 9.942 2.521  0.30
H: 7.567 8.480 1.963  0.42
H: 5.683 8.236 3.797  0.39
H: 5.654 7.059 2.494  0.30
H: 4.118 9.657 2.851  0.39
H: 3.440 8.067 2.158  0.22
C: 4.397 -4.842 8.643  -1.44
C: 3.444 -5.761 7.988  -0.07
C: 2.154 -5.062 7.683  -0.87
N: 1.087 -5.842 6.994  0.17
C: 0.685 -6.962 7.915  -1.02
C: 1.482 -6.303 5.632  -0.46
C: 0.233 -6.654 5.016  -1.02
C: -0.812 -5.637 5.596  -0.60
C: -0.087 -4.941 6.758  -0.49
H: 4.952 -4.270 7.876  0.34
H: 5.081 -5.421 9.229  0.40
H: 4.024 -4.109 9.352  0.37
H: 3.239 -6.607 8.667  0.32
H: 3.867 -6.178 7.069  0.23
H: 2.334 -4.178 7.040  0.36
H: 1.724 -4.677 8.591  0.51
H: 1.506 -7.606 7.978  0.35
H: -0.253 -7.334 7.480  0.46
H: 0.449 -6.447 8.838  0.36
H: 2.209 -7.122 5.731  0.42
H: 1.923 -5.451 5.135  0.41
H: -0.038 -7.647 5.255  0.39
H: 0.241 -6.670 3.988  0.52
H: -1.777 -6.128 5.811  0.29
H: -1.069 -4.965 4.848  0.43
H: -0.686 -4.851 7.641  0.33
H: 0.248 -3.926 6.489  0.22
C: -6.132 -2.958 2.362  -1.28
C: -6.089 -3.514 0.921  -0.29
C: -4.891 -3.151 0.026  0.16
N: -5.041 -3.614 -1.403  0.47
C: -4.990 -5.092 -1.495  -1.03
C: -3.937 -3.037 -2.261  -0.86
C: -4.383 -1.569 -2.465  -0.13
C: -5.915 -1.573 -2.375  -0.64
C: -6.216 -3.081 -2.192  -0.69
H: -5.528 -3.542 3.028  0.42
H: -7.202 -2.824 2.603  0.41
H: -5.775 -1.910 2.354  0.21
H: -6.994 -3.160 0.390  0.16
H: -6.263 -4.628 0.982  0.22
H: -4.166 -3.846 0.406  0.32
H: -4.593 -2.111 0.138  -0.35
H: -4.051 -5.426 -1.094  0.34
H: -5.178 -5.345 -2.553  0.41
H: -5.827 -5.505 -0.919  0.39
H: -4.047 -3.530 -3.210  0.26
H: -2.914 -3.257 -1.899  0.45
H: -4.077 -1.129 -3.400  0.89
H: -3.979 -0.854 -1.719  -0.36
H: -6.434 -1.220 -3.250  0.37
H: -6.197 -0.951 -1.531  0.23
H: -6.286 -3.659 -3.124  0.46
H: -7.157 -3.268 -1.604  0.44
C: -7.977 2.623 -3.214  -1.27
C: -7.187 3.730 -2.600  -0.29
C: -7.463 4.002 -1.130  -0.59
N: -6.253 4.539 -0.334  0.43
C: -5.724 5.802 -1.054  -0.91
C: -5.120 3.532 -0.159  -0.71
C: -4.496 3.753 1.192  0.33
C: -5.312 4.810 1.898  -0.91
C: -6.673 4.854 1.082  -0.79
H: -9.055 2.876 -3.371  0.35
H: -7.900 1.761 -2.505  0.24
H: -7.552 2.346 -4.205  0.36
H: -7.272 4.665 -3.193  0.36
H: -6.122 3.437 -2.595  0.25
H: -7.757 3.032 -0.602  0.40
H: -8.258 4.770 -1.056  0.41
H: -5.715 5.640 -2.108  0.37
H: -4.700 5.991 -0.676  0.42
H: -6.296 6.668 -0.724  0.24
H: -4.429 3.623 -0.992  0.40
H: -5.599 2.555 -0.337  0.23
H: -3.501 4.054 0.952  0.40
H: -4.489 2.808 1.700  -0.36
H: -4.992 5.870 1.961  0.31
H: -5.416 4.542 2.921  0.46
H: -7.155 5.811 1.032  0.49
H: -7.416 4.109 1.427  0.37
C: 1.743 -6.112 -9.475  -1.38
C: 2.382 -5.915 -8.125  0.14
C: 1.361 -6.238 -7.118  -1.13
N: 1.826 -6.098 -5.702  0.49
C: 2.126 -4.639 -5.429  -1.31
C: 2.995 -6.953 -5.488  -0.68
C: 3.155 -7.054 -3.985  -0.70
C: 1.729 -7.001 -3.466  -0.52
C: 0.833 -6.643 -4.694  -0.57
H: 0.786 -5.613 -9.485  0.37
H: 1.620 -7.153 -9.716  0.38
H: 2.315 -5.663 -10.338  0.35
H: 2.712 -4.880 -7.881  0.26
H: 3.162 -6.621 -7.994  0.22
H: 1.092 -7.236 -7.341  0.47
H: 0.455 -5.584 -7.249  0.47
H: 1.357 -4.000 -5.836  0.09
H: 3.127 -4.385 -5.812  0.29
H: 2.147 -4.529 -4.362  0.64
H: 3.913 -6.551 -5.981  0.43
H: 2.709 -7.933 -5.926  0.42
H: 3.742 -6.184 -3.541  0.27
H: 3.674 -7.954 -3.712  0.45
H: 1.606 -6.295 -2.644  0.14
H: 1.391 -7.988 -3.160  0.48
H: 0.052 -5.967 -4.580  0.37
H: 0.577 -7.505 -5.219  0.50
C: -1.188 -3.233 -5.218  -1.64
C: -0.275 -3.082 -3.910  0.83
O: -0.605 -3.757 -2.925  -0.67
O: 0.703 -2.250 -3.981  -0.74
H: -1.673 -2.302 -5.453  0.44
H: -1.947 -4.004 -5.055  0.36
H: -0.561 -3.412 -6.089  0.37
C: 3.705 4.596 -1.816  -1.11
C: 3.627 3.125 -1.369  0.25
O: 4.713 2.616 -1.021  -0.62
O: 2.499 2.590 -1.483  -0.67
H: 4.651 5.028 -1.981  0.52
H: 3.125 5.257 -1.151  0.09
H: 3.132 4.884 -2.694  0.39
Cl: 0.709 -2.525 4.176  -0.85
Cl: -3.999 0.339 1.137  -0.82